# 1
Below is C6H11IO2 in the gas phase, with properties calculated with wB97M-V/def2-TZVPD.

```
20
Properties=species:S:1:pos:R:3:forces:R:3
C 1.443 1.770 2.525 0.20 0.43 1.35
C 1.249 1.071 1.252 1.11 0.64 -1.46
I 2.710 1.496 -0.277 -0.63 -0.14 0.56
C 0.478 0.040 1.091 -2.02 -3.62 -1.30
O 0.483 -0.883 -0.038 -1.13 2.18 1.49
C -0.669 -0.527 -1.068 2.36 -5.14 0.73
C -0.065 -0.945 -2.390 -3.82 -2.72 -1.63
C -1.903 -1.409 -0.627 -0.51 1.48 0.90
O -0.715 0.783 -1.062 -0.08 -1.54 -11.83
H 2.298 2.403 2.441 0.00 1.33 -0.14
H 1.919 1.028 3.122 0.02 -0.88 1.11
H 0.611 2.212 3.141 0.59 -0.37 -1.18
H -0.257 -0.229 1.907 0.82 0.22 -0.87
H -0.735 -0.374 -3.043 0.48 0.04 -0.57
H -0.183 -2.060 -2.833 0.17 2.34 1.82
H 0.908 -0.659 -2.503 2.52 0.97 -0.14
H -1.588 -2.260 -0.006 0.10 0.33 -0.49
H -2.666 -1.739 -1.357 1.02 0.20 -0.32
H -2.520 -0.751 0.013 0.25 -0.26 0.17
H -0.798 1.034 -0.289 -1.47 4.51 11.79
```
Forces are in eV/Å.

Values from the calculation:
2S+1 ... 1
HOMO level ... -8.971 eV
SMILES string ... C/C(I)=C/OC(C)(C)O
E ... -683.26746 a.u.
Energy relative to the best compared isomer or geometry (same formula, charge and spin) ... 47.01 kcal/mol
LUMO ... 0.494 eV

# 2
Below is a gas-phase ion, C6H16NO (charge +1), with properties calculated with wB97M-V/def2-TZVPD.

```
24
Properties=species:S:1:pos:R:3:forces:R:3
N -0.148 3.327 0.331 0.23 1.60 -2.62
C -0.195 2.187 -0.721 -3.76 1.43 -1.42
C -1.091 1.012 -0.164 -1.05 2.54 0.88
C -0.485 -0.262 -0.521 2.80 -2.26 0.81
C -0.952 -1.661 0.037 1.30 0.39 1.98
C 0.208 -2.622 -0.351 1.07 0.01 -2.25
C 1.489 -2.184 0.370 -1.69 -0.51 4.07
O 1.068 -1.074 1.284 2.39 -0.58 0.87
H -0.450 2.913 1.183 -1.13 0.21 1.14
H -0.653 4.237 -0.047 1.06 -2.41 1.62
H 0.833 3.543 0.504 0.03 0.46 -0.17
H 0.796 1.854 -0.835 1.14 -0.27 -0.52
H -0.686 2.714 -1.699 1.62 -1.58 2.23
H -2.144 1.083 -0.509 0.64 0.08 -0.22
H -1.226 1.234 0.910 0.41 -0.62 0.05
H 0.711 -0.216 -0.441 -2.98 0.15 0.08
H -0.587 -0.322 -1.536 -0.51 -0.34 -3.05
H -1.935 -2.031 -0.169 -0.51 0.08 -1.13
H -0.990 -1.592 1.163 0.15 -0.06 -1.16
H 0.180 -3.720 -0.235 -1.03 0.59 0.24
H 0.438 -2.502 -1.480 -0.65 -0.13 1.54
H 2.271 -1.811 -0.235 0.97 -0.09 -0.68
H 1.791 -2.957 1.195 0.02 0.85 -2.29
H 1.758 -1.149 1.964 -0.52 0.44 -0.02
```
Forces are in eV/Å.

Values from the calculation:
2S+1 ... 1
Charge ... +1
HOMO level ... -12.903 eV
SMILES string ... [NH3+]CCCCCCO
E ... -367.85906 a.u.
Energy relative to the best compared isomer or geometry (same formula, charge and spin) ... 77.42 kcal/mol
LUMO ... -3.746 eV

# 3
Below is 2 unconnected molecules or ions with the total composition C2H10O2Si2, with properties calculated with wB97M-V/def2-TZVPD.

```
16
Properties=species:S:1:pos:R:3:forces:R:3
C 2.358 0.882 -1.290 -0.42 -1.49 0.29
C 2.390 0.849 0.269 -1.38 0.44 -3.18
O -4.656 -1.186 -0.132 0.88 -1.77 -0.63
O 1.080 0.532 0.665 -1.28 -0.76 1.72
Si -3.403 -0.129 0.212 0.21 -2.20 1.60
Si 0.215 -0.895 0.932 0.09 1.48 -0.21
H 3.344 0.583 -1.673 -0.40 0.22 -0.27
H 1.566 0.128 -1.561 1.03 0.61 -0.24
H 2.039 1.851 -1.674 0.14 -0.06 0.02
H 2.579 1.884 0.442 0.43 0.55 1.50
H 3.134 0.158 0.567 0.69 -0.55 0.87
H -4.445 -2.156 -0.147 -0.43 1.46 0.10
H -3.619 -0.081 1.686 0.39 0.79 -0.09
H -3.715 0.926 -0.660 -0.03 1.54 -0.64
H 0.861 -1.835 0.049 0.12 -0.76 -0.54
H 0.273 -1.510 2.315 -0.03 0.51 -0.29
```
Forces are in eV/Å.

Values from the calculation:
2S+1 ... 1
HOMO level (alpha / beta) ... -7.828 / -7.937 eV
E ... -811.55911 a.u.
Energy relative to the best compared isomer or geometry (same formula, charge and spin) ... 154.97 kcal/mol
LUMO (alpha / beta) ... -0.829 / -0.706 eV

# 4
Below is C3H5N5 in the gas phase, with properties calculated with wB97M-V/def2-TZVPD.

```
13
Properties=species:S:1:pos:R:3:forces:R:3
H 0.330 -0.719 1.705 -0.51 1.73 2.18
N 0.138 0.285 2.200 2.66 -5.65 2.57
C -0.174 0.947 1.261 -2.20 3.01 -2.31
N -0.520 0.387 -0.014 -2.00 9.09 1.28
C -0.405 1.349 -1.114 -4.80 3.93 4.82
N -0.003 0.893 -2.168 1.11 -3.60 -2.36
N 0.243 -0.492 -1.832 0.47 0.41 -0.68
C -0.055 -0.599 -0.564 6.12 -9.71 -2.68
N 0.571 -1.798 0.254 -2.42 -0.21 -3.47
H -0.292 2.028 1.379 -0.32 -0.07 -0.72
H -1.053 2.285 -0.931 1.78 -1.11 -0.51
H -0.405 -2.579 0.125 4.72 2.26 0.27
H 1.624 -1.984 -0.299 -4.60 -0.08 1.61
```
Forces are in eV/Å.

Values from the calculation:
2S+1 ... 1
HOMO level ... -10.050 eV
SMILES string ... [H]/N=C\n1cnnc1N
E ... -390.92390 a.u.
Energy relative to the best compared isomer or geometry (same formula, charge and spin) ... 122.06 kcal/mol
LUMO ... 0.243 eV

# 5
Below is 2 unconnected molecules or ions with the total composition C12H27ClN2O3PSSi, with properties calculated with wB97M-V/def2-TZVPD.

```
48
Properties=species:S:1:pos:R:3:forces:R:3
C 1.957 2.138 0.802 -0.69 0.12 -0.38
C 1.868 2.656 -0.763 0.60 -0.07 0.35
Cl 0.028 2.650 -1.192 1.14 0.11 0.21
C 2.583 1.655 -1.846 -1.75 0.66 0.34
Si 4.422 1.215 -1.459 -1.16 -1.94 -0.34
N 4.560 0.080 -0.024 1.66 -7.88 -3.49
C 4.766 -1.215 -0.517 -3.05 4.33 -0.36
S 4.538 -2.671 -1.432 1.15 4.51 3.34
P 5.775 2.946 -1.331 3.55 3.58 -3.32
O 6.065 3.453 -2.831 -1.47 -1.95 5.87
O 5.058 4.183 -0.331 0.27 -1.24 -2.69
O 7.285 2.385 -0.618 -3.94 0.77 0.53
H 2.876 2.570 1.391 -1.63 -0.98 -1.40
H 0.980 2.531 1.340 2.10 -0.87 -1.03
H 1.956 0.948 0.790 0.12 2.61 0.18
H 2.203 3.792 -0.895 -0.76 -2.67 0.34
H 2.468 2.143 -2.907 0.41 -0.98 1.97
H 1.944 0.648 -1.862 1.49 2.05 0.07
H 4.892 0.404 -2.612 0.07 0.42 0.10
H 4.537 4.787 -0.970 1.41 -1.23 1.25
H 7.077 2.006 0.295 0.46 0.64 -1.50
C -3.714 -3.734 -0.468 -0.01 -0.14 -0.32
C -2.873 -3.424 0.763 -0.19 -0.21 0.01
C -3.412 -2.307 1.659 0.45 0.00 0.10
N -3.143 -0.844 1.262 -0.56 0.68 0.79
C -4.028 0.014 2.182 0.41 -0.47 -0.38
C -1.682 -0.424 1.450 -0.11 -0.10 0.07
C -1.017 -0.678 0.117 0.78 -0.35 0.03
C -2.110 -0.537 -0.927 -0.05 -0.03 -0.92
C -3.442 -0.485 -0.189 -0.10 0.23 0.07
H -3.502 -3.060 -1.295 -0.09 0.01 -0.06
H -3.493 -4.746 -0.826 -0.07 0.21 0.07
H -4.785 -3.687 -0.245 0.11 -0.04 -0.02
H -1.828 -3.284 0.489 -0.01 0.10 0.11
H -2.888 -4.337 1.375 0.03 0.35 0.14
H -2.977 -2.422 2.662 -0.13 0.26 -0.26
H -4.497 -2.416 1.762 0.16 0.17 -0.13
H -3.758 -0.207 3.219 -0.11 0.03 -0.22
H -5.073 -0.242 1.986 0.23 0.05 0.08
H -3.852 1.072 1.961 0.02 -0.30 0.01
H -1.669 0.649 1.673 -0.19 -0.22 0.05
H -1.241 -0.976 2.286 -0.23 0.13 -0.11
H -0.575 -1.677 0.083 -0.07 0.12 0.05
H -0.194 0.023 -0.060 -0.25 -0.03 0.13
H -2.071 -1.366 -1.639 -0.05 0.10 0.11
H -1.971 0.379 -1.514 -0.09 -0.20 0.16
H -4.224 -1.135 -0.581 0.13 -0.01 0.16
H -3.820 0.545 -0.211 0.02 -0.33 0.27
```
Forces are in eV/Å.

Values from the calculation:
2S+1 ... 1
Charge ... +1
HOMO level ... -11.897 eV
E ... -2297.61978 a.u.
LUMO ... -3.110 eV